Entry 1:
The molecule C3H6N2O in a non-equilibrium geometry. Source: the Open Molecules 2025 dataset; level of theory: wB97M-V/def2-TZVPD.

```
! wB97M-V def2-TZVPD RIJCOSX def2/J DEFGRID3
* xyz 0 1
C 0.8661 0.2410 -0.2249
C -0.1785 -0.7552 -0.0275
C -1.7711 -0.3455 0.0807
H -0.4355 1.8740 -0.1429
H 1.2411 2.1728 0.1076
H 2.3228 -1.1380 -0.2203
H -0.0325 -1.5946 -0.8338
H 0.0915 -1.3963 1.0290
H -2.5934 -1.2110 0.6504
N 0.4701 1.5082 0.2447
N 2.1520 -0.0914 -0.2446
O -2.1327 0.7361 -0.4184
*
```

Frontier orbital gap (eV): 9.88
HOMO (eV): -9.39
Energy above the lowest of the compared OMol25 structures with the same formula, charge and spin (kcal/mol): 67.9
LUMO (Eh): 0.0180
SMILES string: [H]/N=C(/N)CC=O

=====

Entry 2:
A cluster of 2 separate species, CH2F2N2 in total in a non-equilibrium geometry. Source: the Open Molecules 2025 dataset; level of theory: wB97M-V/def2-TZVPD.

```
! wB97M-V def2-TZVPD RIJCOSX def2/J DEFGRID3
* xyz 0 3
C -0.5116 1.1745 -0.0631
N 1.0114 -1.3111 0.3208
N -1.1227 0.1172 0.0883
F -0.9054 2.3770 -0.3214
F 1.5408 0.0606 0.2514
H 1.1907 -1.5946 -0.5624
H -1.2030 -0.8237 0.2864
*
```

Frontier orbital gap (spin up / spin down) (eV): 9.00 / 9.66
HOMO (spin up / spin down) (eV): -8.00 / -11.22
Energy above the lowest of the compared OMol25 structures with the same formula, charge and spin (kcal/mol): 76.7
LUMO (spin up / spin down) (Eh): 0.0368 / -0.0571

=====

Entry 3:
A cluster of 9 separate species, C24H68ClN4O12 in total in a non-equilibrium geometry. Source: the Open Molecules 2025 dataset; level of theory: wB97M-V/def2-TZVPD.

```
! wB97M-V def2-TZVPD RIJCOSX def2/J DEFGRID3
* xyz -2 2
Cl 0.2143 0.3389 -0.5218
O 0.5383 1.2083 0.5727
O -0.9747 -0.4126 -0.1581
O 0.0131 1.2189 -1.6366
O 1.3186 -0.5838 -0.7835
C 3.7268 2.5230 -0.7616
C 3.0727 3.4388 0.2865
C 3.8825 4.5738 0.8494
O 2.9955 5.3289 1.6454
C 3.7680 6.2527 2.4358
N 1.8000 3.9104 -0.2152
H 4.2709 1.7888 -0.1674
H 4.3710 3.0884 -1.4350
H 3.0462 1.9177 -1.3604
H 2.7960 2.7913 1.1185
H 4.2746 5.1702 0.0256
H 4.7874 4.1867 1.3179
H 3.1882 6.8795 3.1133
H 4.2744 6.9933 1.8169
H 4.4893 5.6098 2.9403
H 2.1166 4.2124 -1.1256
H 1.4559 2.9949 -0.4671
C -2.2992 3.0664 0.0028
C -1.2928 4.1076 -0.5312
C -1.9306 4.8934 -1.6604
O -1.0625 5.9661 -1.9733
C -1.3738 6.5419 -3.2099
N -0.8800 5.0228 0.5522
H -2.5291 2.3298 -0.7671
H -3.2046 3.5435 0.3779
H -1.9368 2.4269 0.8076
H -0.4446 3.6178 -1.0094
H -2.8955 5.2754 -1.3273
H -2.1166 4.2662 -2.5322
H -2.4207 6.8335 -3.2944
H -1.2432 5.8117 -4.0085
H -0.7107 7.3789 -3.4287
H -1.7107 4.9177 1.1170
H -1.1627 5.8645 0.0708
C -5.0313 -1.3048 -0.5239
C -4.2127 -2.1551 0.5215
C -3.2982 -3.2168 -0.0919
O -4.1034 -4.0160 -0.9888
C -3.3572 -4.8953 -1.7970
N -3.4927 -1.2358 1.4229
H -4.3904 -0.6530 -1.1176
H -5.8672 -0.7034 -0.1667
H -5.5878 -1.9551 -1.1988
H -4.8637 -2.7801 1.1327
H -2.8657 -3.7652 0.7450
H -2.4856 -2.6976 -0.6000
H -3.8264 -4.9659 -2.7783
H -3.2538 -5.8854 -1.3531
H -2.3696 -4.5858 -2.1390
H -2.6564 -0.8757 0.9857
H -3.0968 -1.7812 2.1752
C 0.4254 -8.9569 -2.4700
C 0.2410 -7.8080 -1.4959
C 0.5064 -6.3753 -1.9987
O 0.1503 -5.3280 -1.0370
C 0.3142 -3.9990 -1.5508
N -1.1426 -7.8181 -1.0699
H 1.4895 -9.1392 -2.6205
H -0.0182 -8.6616 -3.4208
H 0.0483 -9.9271 -2.1463
H 0.8265 -8.0035 -0.5975
H -0.0609 -6.2757 -2.9241
H 1.5505 -6.3187 -2.3065
H -0.1947 -3.9899 -2.5146
H 1.3809 -3.8357 -1.7049
H -0.0224 -3.2143 -0.8734
H -1.2986 -6.9328 -0.6097
H -1.7615 -7.7575 -1.8657
C -0.4577 3.3596 4.6706
C -0.2197 3.0646 3.1717
O 0.8806 3.7875 2.6696
H -1.2806 2.7940 5.1077
H -0.7085 4.3941 4.9052
H 0.4659 3.2304 5.2348
H -1.1384 3.3265 2.6467
H -0.0045 2.0072 3.0175
H 1.5689 3.3497 3.1757
C -1.5029 -1.6007 -3.5664
C -2.3303 -0.4902 -4.1527
O -2.8177 -0.8350 -5.4044
H -1.0853 -1.3202 -2.5994
H -0.7131 -1.9016 -4.2547
H -2.1235 -2.4775 -3.3811
H -1.6621 0.3662 -4.2431
H -3.1632 -0.2855 -3.4800
H -2.0884 -0.9129 -6.0238
C 4.7848 0.9308 3.0905
C 3.2494 1.1698 3.2829
O 2.9372 2.4548 3.7270
H 4.9469 -0.0759 2.7053
H 5.2714 1.0708 4.0558
H 5.2443 1.6339 2.3958
H 2.7850 0.4728 3.9805
H 2.8203 0.9355 2.3087
H 3.5812 2.5912 4.4257
C 2.1655 -1.8882 2.2957
C 1.3680 -3.1693 2.4550
O 0.7902 -3.3175 3.7120
H 1.4751 -1.0460 2.2500
H 2.6848 -1.9221 1.3380
H 2.9809 -1.7003 2.9941
H 2.0889 -3.9748 2.3153
H 0.5923 -3.2300 1.6916
H 0.7276 -4.2727 3.7849
*
```

Frontier orbital gap (spin up / spin down) (eV): 1.19 / 7.74
HOMO (spin up / spin down) (eV): 2.78 / -3.73
LUMO (spin up / spin down) (Eh): 0.1458 / 0.1476